Computed, not measured: C21H21ClN4O2PdS as an isolated structure, with the ωB97M-V functional and the def2-TZVPD basis.

Values from the calculation:
HOMO-LUMO gap (spin up / spin down) = 7.14 / 7.64 eV
F_max = 0.751 eV Å⁻¹
Energy above the lowest of the compared OMol25 structures with the same formula, charge and spin = 22.2 kcal/mol
Expectation value of S² = 2.007
E_tot = -2168.5397 Ha

```
! RIJCOSX wB97M-V def2-TZVPD def2/J DEFGRID3
* xyz 0 3
Pd -1.29608 -0.65962 -0.00954
N 4.10842 -1.61850 -0.03766
C 4.60991 -0.32782 -0.00258
C 5.90410 0.18153 -0.05787
C 6.02337 1.55713 0.01628
C 4.89649 2.39080 0.14215
C 3.61815 1.86906 0.19502
C 3.48289 0.48387 0.11814
N 2.32610 -0.29057 0.14663
C 2.74421 -1.51791 0.05150
C 1.88566 -2.71606 0.06721
C 2.32940 -3.99784 0.03803
S 1.01073 -5.06679 0.14566
C -0.05034 -3.73484 0.20454
N 0.52059 -2.56822 0.14402
H 4.64376 -2.46373 -0.11185
H 6.77250 -0.45719 -0.15413
H 7.00875 2.00251 -0.02118
H 5.03879 3.46154 0.19920
H 2.74651 2.50543 0.29317
H 3.34276 -4.35944 -0.02064
H -1.11581 -3.88434 0.30277
C 0.21421 1.48269 1.17577
N -0.01174 2.24179 -0.02007
C 0.18059 1.49936 -1.23380
C -1.24189 3.00747 -0.00226
C -2.58062 2.27039 0.00004
C -3.68392 3.13272 -0.00564
C -4.98185 2.66420 0.01242
C -5.19453 1.29309 0.04690
C -4.11020 0.43155 0.05422
C -2.79186 0.89044 0.02300
H -0.04011 2.06899 2.05731
H 1.23423 1.10551 1.23735
H -0.46672 0.58729 1.25283
H -0.15857 2.07304 -2.09471
H -0.43771 0.56391 -1.27915
H 1.21039 1.17366 -1.36271
H -1.22370 3.67712 -0.86604
H -1.21101 3.65707 0.87652
H -3.50493 4.20500 -0.02202
H -5.81466 3.35572 0.00422
H -6.20176 0.89449 0.07222
H -4.31615 -0.62371 0.10475
Cl -3.51252 -5.20966 -0.26677
C -4.17032 -3.53694 -0.29708
C -3.04271 -2.54427 -0.17047
O -2.66457 -2.17822 0.97679
O -2.49665 -2.11037 -1.21822
H -4.85217 -3.44880 0.54206
H -4.67941 -3.41251 -1.24638
*
```

Computed, not measured: a 2-piece molecular cluster, CH6SSi overall in a non-equilibrium geometry, with the ωB97M-V functional and the def2-TZVPD basis.

Values from the calculation:
HOMO-LUMO gap (spin up / spin down) = 8.95 / 5.43 eV
F_max = 2.669 eV Å⁻¹
Energy above the lowest of the compared OMol25 structures with the same formula, charge and spin = 103.5 kcal/mol
E_tot = -729.2118 Ha

```
! RIJCOSX wB97M-V def2-TZVPD def2/J DEFGRID3
* xyz 0 1
C 1.54139 1.41689 -1.19369
Si -1.94699 -1.72825 1.30239
S 1.21654 0.68077 0.43706
H 2.38267 0.74058 -1.56941
H 2.01395 2.38145 -1.06901
H 0.66060 1.16494 -1.82229
H -0.81117 -0.91921 1.61574
H -2.31422 -1.50908 -0.06672
H -2.74277 -2.22810 2.36594
*
```

Computed, not measured: C30H45IrNO3P2S as an isolated structure in a non-equilibrium geometry, with the ωB97M-V functional and the def2-TZVPD basis.

Values from the calculation:
HOMO-LUMO gap (spin up / spin down) = 6.81 / 3.82 eV
F_max = 6.548 eV Å⁻¹
Energy above the lowest of the compared OMol25 structures with the same formula, charge and spin = 52.1 kcal/mol
Expectation value of S² = 6.037
E_tot = -2635.3413 Ha

```
! RIJCOSX wB97M-V def2-TZVPD def2/J DEFGRID3
* xyz 1 5
Ir 1.13251 0.95652 -0.92768
C 2.72579 1.72497 -2.25413
C 1.60913 2.64296 -2.24103
C 2.52853 2.58460 -0.09831
C 3.29461 1.70018 -0.93397
C 1.45767 3.13233 -0.88596
C 3.21954 0.96066 -3.44341
H 2.41367 0.77441 -4.15851
H 3.64104 -0.00040 -3.13535
H 4.00315 1.52801 -3.95835
C 4.51320 0.95323 -0.50496
H 4.93910 0.41854 -1.36244
H 4.26702 0.24333 0.29922
H 5.26557 1.65664 -0.11289
C 2.82609 2.89453 1.32711
H 3.85250 3.29201 1.42497
H 2.75710 1.97203 1.93219
H 2.11806 3.64712 1.69748
C 0.40946 4.07995 -0.39790
H 0.80509 5.10186 -0.40865
H 0.11457 3.84287 0.63032
H -0.47378 4.05122 -1.03923
C 0.74832 3.00763 -3.41097
H 1.08816 3.96264 -3.83729
H -0.29965 3.12403 -3.10468
H 0.80877 2.23877 -4.19075
C 1.12363 -1.05520 -0.78652
C 0.85948 -0.72767 -2.17319
C -0.51073 -0.71868 -2.79330
C -1.55165 0.13498 -2.02149
C -0.96514 1.11800 -1.03875
C -0.53502 0.83391 0.30978
C -0.64303 -0.52845 0.93567
C 0.04764 -1.62036 0.11283
H -0.89288 -1.74831 -2.92914
H -2.31420 -0.50197 -1.54251
H -0.40537 -0.29541 -3.81322
H -0.67865 -2.19653 -0.47761
H 2.13891 -1.42440 -0.59626
H 1.67060 -0.94746 -2.87361
H 0.55120 -2.30374 0.81322
H -0.12883 -0.46914 1.90541
H -0.62538 1.68341 0.99731
H -1.69432 -0.78385 1.12837
H -2.08075 0.73222 -2.78289
H -1.31528 2.14741 -1.19814
P -4.57696 -2.22490 -1.39999
C -4.23181 -4.01711 -1.12236
C -5.57415 -2.39551 -2.94574
P -6.12013 -0.31333 0.31047
C -5.99208 -2.10303 -0.19561
C -7.63638 0.12651 -0.64993
C -6.96669 -0.62206 1.92170
H -3.81653 -4.13531 -0.11413
H -3.48636 -4.34365 -1.85698
H -5.14791 -4.61364 -1.22116
H -6.30879 -3.20557 -2.85522
H -4.87353 -2.62367 -3.75845
H -6.07898 -1.44908 -3.17276
H -7.86922 -1.23087 1.78662
H -7.22831 0.34864 2.35718
H -6.26508 -1.13482 2.58877
H -5.75206 -2.70007 0.70142
H -6.93537 -2.45750 -0.65052
H -7.96079 1.11412 -0.29976
H -8.43817 -0.60409 -0.48612
H -7.39292 0.19320 -1.71624
O 3.96722 -3.88951 4.32242
S 3.41281 -2.60391 4.66647
O 2.82705 -2.42100 5.97201
N 2.47099 -1.99629 3.47117
C 2.96675 -0.89825 2.86821
O 2.41887 -0.26281 1.93140
C 4.30357 -0.52755 3.45404
C 5.13359 0.52259 3.07089
C 6.35577 0.69644 3.72125
C 6.74067 -0.17255 4.75175
C 5.90633 -1.23559 5.13851
C 4.69310 -1.38530 4.45899
H 4.78615 1.16927 2.26591
H 6.98793 1.52341 3.40620
H 7.69313 -0.02136 5.26007
H 6.17285 -1.92526 5.93866
*
```

Computed, not measured: an isolated ion of composition C11H20N3O3S and charge +1 in a non-equilibrium geometry, with the ωB97M-V functional and the def2-TZVPD basis.

Values from the calculation:
HOMO-LUMO gap = 7.58 eV
F_max = 7.756 eV Å⁻¹
E_tot = -1218.7342 Ha

```
! RIJCOSX wB97M-V def2-TZVPD def2/J DEFGRID3
* xyz 1 1
C -2.41182 0.77124 2.35905
C -3.06171 -0.08844 1.42952
C -2.26123 -1.43955 1.02758
N -1.11406 -1.13249 0.09094
C -1.27355 -0.88325 -1.31638
C -2.63385 -0.87672 -2.16454
C -2.48245 0.31049 -3.25866
N -0.00274 -0.58337 -1.88269
N 0.83648 -0.66681 -0.82527
O 2.16728 -0.41720 -0.89432
C 2.26176 1.04517 -0.62818
C 3.69112 1.64677 -0.96542
C 3.49464 3.25943 -0.99814
C 0.26418 -0.99787 0.44993
S 1.10015 -1.14954 2.09211
C 0.75568 -2.78316 2.93662
O 0.69180 0.02424 2.95664
O 2.60348 -1.05879 1.96084
H -2.92062 0.95894 3.36512
H -1.40371 1.25999 2.20281
H -4.09313 0.12995 0.98428
H -1.89033 -1.87184 2.01920
H -2.94668 -2.16246 0.47386
H -3.52390 -0.56978 -1.51184
H -2.80653 -1.89193 -2.63487
H -2.18006 -0.06604 -4.28403
H -3.44632 0.91626 -3.35412
H -1.68408 1.05544 -2.90493
H 1.51709 1.52291 -1.36173
H 1.94019 1.31129 0.43077
H 4.47213 1.46870 -0.14602
H 4.13512 1.29929 -1.94936
H 3.00558 3.60685 -1.97461
H 4.47643 3.80610 -0.81851
H 2.71948 3.48620 -0.17973
H -0.05710 -2.55243 3.71227
H 1.70063 -3.19848 3.42113
H 0.36065 -3.48912 2.14066
*
```

Computed, not measured: one molecule with the formula C2H3NOS, with the ωB97M-V functional and the def2-TZVPD basis.

Values from the calculation:
HOMO-LUMO gap = 10.31 eV
F_max = 0.899 eV Å⁻¹
Energy above the lowest of the compared OMol25 structures with the same formula, charge and spin = 50.4 kcal/mol
E_tot = -606.1070 Ha

```
! RIJCOSX wB97M-V def2-TZVPD def2/J DEFGRID3
* xyz 0 1
C 0.82792 -0.17109 2.22049
C -0.66799 -0.38286 0.14130
N 0.14468 -0.27336 1.28362
O -0.51222 0.69379 -0.73680
S 0.70405 0.62189 -1.88326
H 1.67039 1.21678 -1.15353
H -0.45152 -1.34617 -0.34238
H -1.71531 -0.35898 0.47056
*
```

Computed, not measured: a 7-piece molecular cluster, FH12O6 overall in a non-equilibrium geometry, with the ωB97M-V functional and the def2-TZVPD basis.

Values from the calculation:
HOMO-LUMO gap = 10.90 eV
F_max = 2.817 eV Å⁻¹
Energy above the lowest of the compared OMol25 structures with the same formula, charge and spin = 13.1 kcal/mol
E_tot = -558.6038 Ha

```
! RIJCOSX wB97M-V def2-TZVPD def2/J DEFGRID3
* xyz -1 1
F -0.09642 -0.20721 0.15721
O -2.60842 0.05479 1.00521
H -1.67842 -0.08921 0.74621
H -2.82342 0.66679 0.24221
O -0.55242 1.93779 -1.41779
H 0.20158 2.52379 -1.33179
H -0.42242 1.28079 -0.73479
O -0.16742 -2.32721 -1.57679
H -0.05442 -1.77321 -0.78279
H -0.03042 -1.84721 -2.35379
O 2.09658 -0.27121 -1.00279
H 2.77158 0.01179 -0.34179
H 1.21958 -0.25321 -0.49979
O -0.24042 1.94479 1.65421
H -1.04742 2.35379 1.45721
H -0.17042 1.15079 1.07821
O 1.14658 -1.90821 1.63221
H 0.67858 -1.19321 1.18721
H 1.77758 -2.05521 0.88221
*
```

Computed, not measured: one molecule with the formula C5H8O in a non-equilibrium geometry, with the ωB97M-V functional and the def2-TZVPD basis.

Values from the calculation:
HOMO-LUMO gap = 10.19 eV
F_max = 5.658 eV Å⁻¹
Energy above the lowest of the compared OMol25 structures with the same formula, charge and spin = 83.4 kcal/mol
E_tot = -270.4249 Ha

```
! RIJCOSX wB97M-V def2-TZVPD def2/J DEFGRID3
* xyz 0 1
C -1.88656 0.60604 0.25907
C -0.53122 0.07912 0.12378
C 0.78836 -0.87922 0.73566
C 1.67929 -0.13121 -0.21000
C 0.45049 0.37492 -0.91467
O -0.34917 -0.79995 -1.08372
H -1.85878 1.43174 0.92371
H -2.59887 -0.11947 0.64061
H -2.26357 0.93584 -0.67701
H 0.81014 -0.54603 1.75086
H 0.79917 -1.93961 0.68565
H 2.27734 0.63300 0.28131
H 2.30992 -0.74899 -0.81998
H 0.37346 1.10381 -1.69527
*
```